# 1
Density functional theory data (ωB97M-V/def2-TZVPD) for C20H21ClGeMnNO5SbSe4 as an isolated structure at a distorted geometry.

Last column: Löwdin charge in e.
Atoms and positions in Å:
Mn1 -0.38 2.72 0.48  0.05
N1 2.73 2.28 -2.59  0.27
C1 2.01 2.61 -1.54  -0.46
O1 0.88 2.08 -1.34  -0.16
C2 2.48 3.67 -0.59  -0.15
C3 1.67 3.60 0.70  -0.13
H1 2.38 1.61 -3.26  0.15
H2 3.58 2.77 -2.81  0.15
H3 2.36 4.64 -1.09  0.10
H4 3.55 3.56 -0.38  0.14
H5 1.74 4.54 1.25  0.07
H6 2.10 2.82 1.35  0.08
Se1 -3.03 6.93 -2.83  0.14
Sb1 -0.80 6.31 -2.28  -0.02
Se2 -0.70 4.30 -0.59  0.46
Se3 -0.50 6.32 0.18  0.42
Se4 1.23 6.63 -3.44  0.09
O2 -1.91 1.71 0.62  -0.44
Cl1 -1.06 1.52 1.87  1.18
O3 -1.20 -0.84 0.68  -0.25
O4 -0.94 2.96 2.25  -0.33
O5 0.31 1.29 1.26  -0.47
C4 -1.68 0.77 -2.14  -0.10
Ge1 -0.47 0.08 -0.68  1.12
C5 1.25 -0.81 -1.02  -0.27
C6 1.31 -1.47 -2.24  -0.10
C7 2.43 -2.24 -2.53  -0.05
C8 3.47 -2.33 -1.62  -0.04
C9 3.40 -1.65 -0.41  -0.05
C10 2.28 -0.88 -0.10  -0.09
C11 -1.99 -1.94 0.87  -0.27
C12 -3.13 -2.15 0.13  -0.02
C13 -4.00 -3.20 0.44  -0.06
C14 -3.73 -4.02 1.50  -0.01
C15 -2.56 -3.84 2.28  -0.15
C16 -2.26 -4.67 3.38  -0.01
C17 -1.10 -4.51 4.09  -0.06
C18 -0.18 -3.52 3.72  -0.06
C19 -0.45 -2.68 2.67  -0.03
C20 -1.65 -2.81 1.94  -0.10
H7 -1.49 0.14 -3.00  0.05
H8 -1.44 1.80 -2.41  0.02
H9 -2.72 0.69 -1.83  0.05
H10 0.49 -1.42 -2.95  0.10
H11 2.48 -2.77 -3.48  0.12
H12 4.33 -2.94 -1.84  0.12
H13 4.21 -1.71 0.30  0.12
H14 2.24 -0.36 0.85  0.10
H15 -3.36 -1.48 -0.70  0.10
H16 -4.90 -3.33 -0.15  0.11
H17 -4.42 -4.82 1.76  0.12
H18 -2.98 -5.44 3.66  0.12
H19 -0.88 -5.16 4.93  0.11
H20 0.75 -3.42 4.27  0.11
H21 0.27 -1.93 2.38  0.10

As for the HOMO energy (alpha / beta): -12.3 / -12.3 eV. Its HOMO-LUMO gap (alpha / beta) is 0.1202 / 0.1398 hartree. As for the expectation value of S²: 1.13. The value obtained for the molar mass is 955.99 g mol⁻¹. Its total charge is +2. As for the energy relative to the best compared isomer or geometry (same formula, charge and spin): 32.5 kcal per mole. The spin multiplicity is 2. The total energy is -401060.873 eV. The LUMO energy (alpha / beta) is -0.33308 / -0.31342 hartree.

# 2
Density functional theory data (ωB97M-V/def2-TZVPD) for a 10-piece molecular cluster, C5H30N2O10 overall at a distorted geometry.

Last column: Löwdin charge in e.
Atoms and positions in Å:
C1 2.48 -2.23 0.73  -0.10
C2 1.26 -1.88 1.57  -0.29
C3 1.59 -1.72 3.01  -0.20
C4 1.55 -0.23 3.44  -0.18
N1 0.26 0.34 3.10  0.05
C5 -0.03 1.27 2.12  -0.57
N2 1.03 2.11 1.70  0.18
O1 -1.17 1.36 1.71  0.04
H1 3.00 -1.25 0.47  0.10
H2 3.12 -2.90 1.30  0.07
H3 2.24 -2.79 -0.19  0.05
H4 0.42 -2.61 1.40  0.12
H5 0.62 -1.11 1.21  0.08
H6 2.59 -2.07 3.16  0.10
H7 0.95 -2.22 3.71  0.11
H8 2.31 0.40 3.01  0.10
H9 1.74 -0.34 4.52  0.12
H10 -0.51 -0.36 3.19  0.14
H11 1.49 2.47 2.49  0.08
H12 0.84 2.76 0.99  0.05
O2 -0.63 2.64 -2.56  -0.06
H13 -1.22 2.80 -3.27  0.04
H14 -0.75 1.77 -2.11  0.01
O3 -3.26 -0.89 2.21  -0.06
H15 -3.56 -0.35 1.48  0.02
H16 -2.33 -0.65 2.33  -0.01
O4 0.79 -3.02 -2.21  -0.03
H17 -0.02 -3.51 -2.15  0.01
H18 1.48 -3.57 -2.59  0.06
O5 -2.61 1.11 -4.13  -0.02
H19 -1.69 1.30 -4.07  0.00
H20 -3.01 1.27 -3.29  0.00
O6 -2.74 1.29 -1.32  -0.07
H21 -2.10 1.42 -0.58  0.04
H22 -2.22 0.51 -1.61  0.03
O7 -0.10 0.13 -2.08  -0.04
H23 0.55 0.29 -1.39  0.07
H24 0.31 -0.62 -2.49  0.05
O8 -0.48 4.28 -0.50  -0.07
H25 -1.21 4.51 0.08  0.04
H26 -0.88 3.88 -1.28  -0.01
O9 -2.07 -3.38 -1.06  -0.03
H27 -2.72 -3.05 -0.46  0.03
H28 -1.56 -2.69 -1.49  0.00
O10 2.28 1.49 -2.77  -0.06
H29 2.62 2.33 -2.40  0.05
H30 1.37 1.73 -2.92  -0.01

As for the HOMO energy: -10.1 eV. Its HOMO-LUMO gap is 0.3751 hartree. The value obtained for the molar mass is 278.30 g mol⁻¹. Its total charge is 0. As for the energy relative to the best compared isomer or geometry (same formula, charge and spin): 46.5 kcal per mole. The spin multiplicity is 1. The total energy is -29127.256 eV. The LUMO energy is 0.00515 hartree.

# 3
Density functional theory data (ωB97M-V/def2-TZVPD) for a 8-piece molecular cluster, C31H59N7O11 overall at a distorted geometry.

Last column: Löwdin charge in e.
Atoms and positions in Å:
C1 0.53 4.79 -2.72  0.04
C2 1.33 3.84 -3.68  -0.37
C3 2.03 2.78 -2.85  -0.08
C4 1.24 1.47 -2.59  -0.13
C5 0.57 1.03 -3.78  -0.15
C6 -0.20 2.03 -4.67  -0.40
N1 0.50 3.32 -4.74  0.03
O1 0.21 4.06 -5.72  0.20
C7 -1.64 2.31 -3.99  0.02
C8 -0.47 1.40 -6.06  -0.01
C9 2.45 4.85 -4.21  0.02
H1 0.94 5.47 -2.14  0.06
H2 -0.03 4.16 -2.03  0.11
H3 -0.15 5.11 -3.37  0.05
H4 2.16 3.25 -1.95  0.08
H5 2.86 2.53 -3.48  0.12
H6 0.54 1.68 -1.94  0.05
H7 1.92 0.50 -2.24  0.18
H8 -0.16 0.43 -3.60  0.05
H9 1.29 0.64 -4.55  0.15
H10 -1.85 2.57 -2.93  0.10
H11 -2.42 1.51 -4.17  0.13
H12 -2.13 3.04 -4.55  0.05
H13 -0.60 0.19 -6.04  0.17
H14 0.58 1.45 -6.37  0.09
H15 -1.30 1.84 -6.64  0.09
H16 2.01 5.79 -4.62  0.10
H17 3.09 4.71 -4.89  -0.01
H18 3.20 5.10 -3.31  0.17
C10 -0.70 -0.76 -1.10  -0.84
O2 -1.67 0.02 -1.21  -0.06
O3 -0.05 -0.74 0.12  0.01
O4 -0.32 -1.56 -1.98  -0.03
H19 -0.64 -0.17 0.63  0.06
C11 4.20 -1.48 1.28  -0.03
C12 5.33 -0.71 0.57  -0.01
C13 5.37 -0.39 -0.91  0.05
C14 4.26 -1.04 -1.80  -0.04
C15 3.08 -1.74 -0.96  0.11
C16 3.14 -1.90 0.53  -0.06
N2 4.22 -0.78 -3.24  -0.37
O5 3.51 -1.61 -3.91  0.03
O6 4.94 0.09 -3.69  0.06
H20 4.15 -1.55 2.33  0.09
H21 6.15 -0.41 1.14  0.05
H22 6.14 0.12 -1.36  0.05
H23 2.20 -2.06 -1.29  0.01
H24 2.37 -2.36 0.86  0.01
C17 -4.77 -2.17 -0.10  -0.25
O7 -5.08 -3.44 -0.22  -0.11
N3 -5.54 -1.31 0.61  -0.25
C18 -5.26 0.07 0.89  -0.07
C19 -6.89 -1.75 1.01  -0.06
H25 -3.77 -1.59 -0.30  0.15
H26 -5.64 0.26 2.11  0.16
H27 -5.59 0.79 0.16  0.07
H28 -4.15 0.18 1.13  0.09
H29 -7.62 -1.13 0.39  0.11
H30 -6.94 -1.52 2.02  0.04
H31 -7.10 -2.92 0.85  0.13
C20 0.84 -6.03 0.98  -0.34
O8 2.07 -6.01 0.94  -0.03
N4 0.07 -5.18 0.24  -0.17
C21 -1.34 -5.14 0.38  -0.12
C22 0.73 -4.21 -0.81  0.01
H32 0.30 -6.64 1.72  0.13
H33 -1.79 -5.20 1.36  0.06
H34 -1.72 -6.04 -0.24  0.12
H35 -1.92 -4.29 -0.02  0.09
H36 0.39 -4.30 -1.82  0.07
H37 1.80 -4.43 -1.07  0.10
H38 0.56 -3.18 -0.36  0.07
C23 2.33 4.19 1.10  -0.34
O9 3.37 4.50 0.59  0.01
N5 1.93 2.86 1.21  -0.20
C24 0.73 2.48 1.68  -0.13
C25 2.89 1.79 0.76  -0.01
H39 1.52 4.96 1.42  0.16
H40 -0.08 2.25 0.86  0.13
H41 0.48 3.12 2.43  0.05
H42 0.73 1.51 2.12  0.07
H43 3.81 2.22 0.25  0.10
H44 2.40 1.20 0.05  0.04
H45 3.21 1.29 1.74  0.12
C26 -1.85 2.46 4.31  -0.31
O10 -2.58 2.21 3.34  0.00
N6 -1.10 1.48 4.93  -0.15
C27 0.09 1.89 5.76  -0.02
C28 -1.10 0.14 4.32  -0.06
H46 -1.65 3.34 4.65  0.07
H47 -0.01 2.88 5.96  0.05
H48 0.91 1.34 5.57  0.04
H49 0.06 1.49 6.81  0.11
H50 -0.17 -0.36 4.83  0.12
H51 -1.01 0.14 3.17  0.09
H52 -2.10 -0.34 4.38  0.09
C29 -1.09 -2.96 5.29  -0.29
O11 0.12 -2.90 5.74  -0.08
N7 -1.35 -3.08 3.97  -0.14
C30 -2.74 -3.21 3.61  0.01
C31 -0.31 -2.99 3.00  -0.05
H53 -1.99 -2.92 6.03  0.17
H54 -3.06 -4.01 3.70  -0.02
H55 -2.85 -2.97 2.49  0.15
H56 -3.38 -2.65 3.88  0.00
H57 -0.14 -3.94 2.48  0.08
H58 0.77 -2.81 3.20  0.12
H59 -0.60 -2.28 2.35  0.03

As for the HOMO energy: -8.1 eV. Its HOMO-LUMO gap is 0.1495 hartree. The value obtained for the molar mass is 705.85 g mol⁻¹. Its total charge is 0. As for the energy relative to the best compared isomer or geometry (same formula, charge and spin): 11.0 kcal per mole. The spin multiplicity is 1. The total energy is -66035.396 eV. The LUMO energy is -0.14842 hartree.

# 4
Density functional theory data (ωB97M-V/def2-TZVPD) for C5H11Br2CuN2O4P2 as an isolated structure at a distorted geometry.

Last column: Löwdin charge in e.
Atoms and positions in Å:
C1 2.53 -0.85 0.38  -0.16
C2 2.49 0.67 0.74  -0.69
Br1 2.25 1.01 2.69  0.60
C3 1.43 1.55 -0.05  -0.21
C4 0.39 0.76 -0.91  -0.34
C5 -0.59 1.86 -1.54  -0.77
O1 -1.35 1.48 -2.46  -0.08
O2 -0.58 3.07 -1.16  -0.08
N1 -0.49 -0.18 -0.15  -0.44
P1 -1.87 0.60 0.56  0.92
N2 -3.19 -0.57 0.38  -0.25
O3 -1.65 0.65 2.22  -0.30
P2 -0.91 -1.60 -1.06  0.58
O4 0.40 -2.11 -1.98  -0.35
Br2 -1.22 -3.28 0.50  0.16
H1 3.35 -1.31 0.98  0.08
H2 1.59 -1.35 0.76  0.05
H3 2.59 -1.07 -0.71  0.08
H4 3.51 1.08 0.50  0.08
H5 2.01 2.18 -0.77  0.13
H6 0.94 2.28 0.64  0.08
H7 0.92 0.31 -1.78  0.13
H8 -4.09 -0.11 0.30  0.03
H9 -3.24 -1.14 1.25  0.00
H10 -1.36 1.53 2.51  0.05
H11 0.75 -2.96 -1.68  0.04
Cu1 -4.62 -2.50 -0.15  0.65

As for the HOMO energy: -7.2 eV. Its HOMO-LUMO gap is 0.1282 hartree. The value obtained for the molar mass is 448.45 g mol⁻¹. Its total charge is 0. The spin multiplicity is 1. The total energy is -219833.787 eV. The LUMO energy is -0.13710 hartree.